Entry 1:
The following is a DFT calculation (ωB97M-V with the def2-TZVPD basis set) of a 2-piece molecular cluster, C27H31N3O3 overall in a non-equilibrium geometry.

Summary:
frontier orbital gap = 0.2369 Eh

XYZ file:
```
64
Properties=species:S:1:pos:R:3:forces:R:3
C -3.09230 1.70605 4.41490 -0.3 -0.5 -0.1
C -1.83701 2.51667 4.15921 0.0 0.0 0.3
C -2.11809 3.72050 3.27936 0.2 0.1 -0.3
C -1.22702 2.90808 5.50315 0.5 0.0 0.1
O -0.77097 1.70656 3.52519 -0.7 -0.2 -0.4
C -1.04821 0.98724 2.40481 -1.6 0.6 -0.1
N 0.10427 0.29882 2.05519 1.2 -0.9 -0.3
C 0.05261 -0.75378 1.32408 -1.2 0.6 0.8
C 1.23445 -1.57281 1.05978 0.8 -0.3 0.0
C 1.11015 -2.97004 0.91942 -0.1 0.7 -0.1
C 2.22814 -3.73841 0.60983 0.0 0.0 0.0
C 3.46441 -3.11581 0.39558 -0.1 0.0 0.2
C 3.60194 -1.73608 0.59550 -0.2 -0.1 0.1
C 2.49713 -0.97139 0.97336 0.0 -0.2 -0.3
O -2.12126 0.97854 1.81406 1.5 -0.1 0.7
H -2.84678 0.79586 4.97543 0.0 0.1 -0.1
H -3.79938 2.28487 5.02054 0.2 0.0 -0.1
H -3.57486 1.42441 3.47657 0.0 0.0 0.2
H -1.19036 4.28042 3.12225 -0.1 0.0 0.0
H -2.49560 3.38133 2.30949 0.0 0.2 0.1
H -2.85270 4.39667 3.73190 0.1 -0.2 0.0
H -0.32990 3.52071 5.35916 -0.1 -0.1 0.0
H -1.92905 3.46754 6.13485 0.0 -0.1 -0.3
H -0.92136 2.00617 6.04942 -0.1 0.2 -0.1
H -0.89748 -1.14979 0.93225 0.0 0.2 0.2
H 0.12042 -3.41598 1.06449 0.4 0.0 -0.1
H 2.12060 -4.82576 0.53193 0.1 0.4 -0.1
H 4.32669 -3.71531 0.08741 -0.3 0.2 0.2
H 4.56752 -1.25082 0.44484 -0.2 -0.2 0.1
H 2.57782 0.10577 1.14133 0.0 -0.4 0.0
C 1.63118 -4.29413 -5.24045 -0.2 0.0 0.3
N 2.19095 -3.76272 -4.00889 0.6 -0.4 -0.6
C 3.20507 -4.59638 -3.39227 0.0 0.0 -0.1
C 1.63964 -2.68399 -3.37283 -0.4 0.3 0.3
C 0.25213 -2.43336 -3.40984 0.8 -0.2 0.0
C -0.28511 -1.39784 -2.69082 0.6 0.7 0.1
N 0.52792 -0.46800 -2.06560 0.3 -1.2 -0.2
C 0.04105 0.60082 -1.34656 -0.4 1.3 0.3
C -1.34139 0.87339 -1.19469 0.3 -0.4 0.4
C -1.74004 2.30429 -0.90305 -0.2 0.2 0.2
C -3.10196 2.56410 -0.71419 0.1 0.1 0.0
C -3.55938 3.85657 -0.47453 0.4 0.1 0.1
C -2.64081 4.91153 -0.36717 0.0 -0.2 -0.2
C -1.27443 4.66445 -0.54424 -0.2 -0.2 0.1
C -0.83358 3.37103 -0.83138 -0.3 -0.1 0.1
O -2.21851 -0.01766 -1.25341 0.1 0.5 -0.5
C 1.89544 -0.64469 -2.12064 -0.7 -0.3 0.2
C 2.44960 -1.76646 -2.66055 -0.3 -0.2 -0.4
H 1.16235 -3.49665 -5.83251 0.2 -0.2 0.2
H 2.43823 -4.74373 -5.83378 -0.2 0.1 0.1
H 0.88121 -5.07639 -5.04784 0.0 0.0 -0.1
H 3.62108 -4.13413 -2.49234 -0.1 0.0 -0.2
H 2.78523 -5.57442 -3.11021 0.0 0.1 0.0
H 4.01350 -4.78655 -4.10902 0.0 0.1 0.2
H -0.42294 -3.09524 -3.94631 0.2 0.1 0.2
H -1.35201 -1.25510 -2.58261 0.2 0.2 0.1
H 0.79852 1.27318 -0.94003 -0.3 -0.3 -0.4
H -3.79219 1.72561 -0.74600 0.2 0.1 0.0
H -4.62967 4.02672 -0.34948 0.3 0.1 0.0
H -2.98993 5.92467 -0.16779 0.1 -0.2 0.0
H -0.54334 5.46871 -0.44643 -0.3 -0.2 -0.1
H 0.22422 3.18407 -0.99458 -0.2 0.2 0.0
H 2.49344 0.13362 -1.65623 -0.2 -0.2 -0.1
H 3.52070 -1.92556 -2.56901 -0.2 0.2 -0.2
```
Positions in Å, forces in eV/Å.

---

Entry 2:
The following is a DFT calculation (ωB97M-V with the def2-TZVPD basis set) of one molecule with the formula C4H6S3 in a non-equilibrium geometry.

Summary:
frontier orbital gap = 0.2614 Eh

XYZ file:
```
13
Properties=species:S:1:pos:R:3:forces:R:3
C 1.94433 -0.68538 0.63122 -1.1 -1.9 0.4
C 1.17090 -0.36163 -0.64916 -0.1 2.0 1.1
S -0.60273 -0.72165 -0.62910 0.3 -0.5 0.6
C -1.34315 0.74399 -0.05904 0.5 1.0 -1.5
S -0.71025 2.26597 -0.23900 -0.3 -0.8 0.7
C -2.80450 0.61464 0.14258 0.1 -0.2 0.1
S -3.64830 -0.72592 -0.05806 -0.3 -0.4 0.0
H 1.63921 -0.07717 1.49641 0.2 -0.2 -0.4
H 2.99922 -0.62108 0.44806 0.6 0.5 -0.1
H 1.80449 -1.78997 0.87616 -0.1 1.4 0.0
H 1.26958 0.72623 -0.86976 -0.1 -0.7 0.0
H 1.60180 -0.89942 -1.44370 0.2 -0.7 -1.2
H -3.32061 1.53141 0.35337 0.0 0.5 0.2
```
Positions in Å, forces in eV/Å.

---

Entry 3:
The following is a DFT calculation (ωB97M-V with the def2-TZVPD basis set) of an isolated ion of composition C27H37Br2F5N3O7S and charge +1 in a non-equilibrium geometry.

Summary:
frontier orbital gap = 0.3135 Eh
total charge = +1

XYZ file:
```
82
Properties=species:S:1:pos:R:3:forces:R:3
C -1.51560 -1.95517 4.74606 -0.2 -0.1 -0.2
C -2.34602 -2.63291 3.54040 -0.2 0.0 2.0
O -3.03294 -1.60947 2.78879 0.8 0.1 -1.1
C -2.49579 -1.50578 1.43909 -0.5 -1.2 0.7
C -3.09043 -0.18892 0.83532 -2.1 -1.1 2.1
N -2.29953 0.70659 -0.04788 -0.5 0.1 -1.1
F -3.07741 1.87039 0.00460 0.2 0.4 -0.1
C -0.88472 1.04646 0.35897 2.4 -0.4 3.1
C -0.55485 2.57648 0.50904 -0.7 1.2 0.3
C -0.74058 3.55757 -0.72029 -0.2 0.5 0.0
C 0.24173 4.80387 -0.57164 -0.5 -0.2 -0.6
F 1.60251 4.43868 -0.55498 -1.9 0.2 0.3
Br 0.02688 5.95818 -2.19004 0.0 -0.8 1.0
C -0.10214 5.65880 0.72669 -0.3 2.1 0.6
F 0.10480 7.02544 0.48616 -0.4 -2.4 0.4
F -1.44298 5.54539 1.12073 2.2 -0.1 -1.0
Br 1.03143 5.22661 2.29587 -0.7 0.0 -0.9
C 0.25839 0.12994 -0.36517 0.7 1.2 0.8
C 1.28955 -0.40708 0.74954 -1.2 -0.4 0.9
C 1.78438 0.61316 1.83662 0.6 0.3 0.8
C 2.95462 1.60662 1.47162 0.2 0.9 0.6
C 4.35600 0.99735 1.05777 0.3 0.8 0.1
C 4.64778 -0.52052 1.36128 0.6 0.2 -0.4
O 5.09870 -1.14972 0.12583 0.8 0.2 1.4
C 6.51485 -1.00551 -0.04249 1.3 0.1 -0.7
C 1.04872 0.97393 -1.40098 2.6 -0.6 -3.0
C 2.37646 0.17932 -2.07390 -1.5 -3.3 -0.6
C 2.21872 -1.44334 -2.27490 0.9 3.7 -3.6
O 2.17345 -0.37294 -3.43449 0.6 0.9 3.5
O -0.40802 -1.04835 -0.82994 -0.4 0.8 -1.0
C -1.42041 -0.92433 -1.82680 -0.7 -1.2 -0.7
N -0.88879 -0.70700 -3.21472 -1.0 -1.1 0.3
C -1.00239 -1.71571 -3.95231 1.4 -0.6 1.0
O -0.91388 -2.72925 -4.51209 -0.5 1.6 -0.1
C -2.17981 -2.30063 -1.74406 -1.1 -4.1 1.5
C -3.52596 -2.67977 -2.21260 1.8 -0.1 0.8
C -4.04684 -4.03606 -1.98428 -0.9 0.2 -0.5
N -3.47136 -5.13523 -1.38738 2.0 4.5 -0.6
C -2.18917 -4.77160 -0.99841 1.0 -0.1 0.4
C -1.48605 -3.49074 -1.09649 -1.9 0.5 -1.1
C -2.25107 0.40069 -1.51279 1.5 1.5 -1.2
S -3.79001 0.70691 -2.47092 -4.1 -0.7 -4.0
O -3.65025 0.22256 -3.84392 1.3 1.2 2.8
O -5.02571 0.24816 -1.86980 2.3 1.1 0.9
F -3.91883 2.35733 -2.63662 1.0 -2.6 1.0
H -1.45864 -0.82533 4.61329 0.0 -1.5 0.0
H -2.09044 -2.14249 5.70912 1.0 0.2 -1.1
H -0.46216 -2.37597 4.82253 -1.4 0.5 0.0
H -1.69785 -3.30563 2.91028 -0.8 0.8 0.4
H -3.15971 -3.24319 4.05165 1.1 0.5 -1.0
H -2.95080 -2.39176 0.88719 1.1 1.1 0.3
H -1.38094 -1.58730 1.53829 -1.0 0.3 -0.7
H -4.08652 -0.47394 0.36011 1.5 0.7 0.0
H -3.41106 0.45111 1.72623 0.8 -0.7 -1.1
H -0.85384 0.67029 1.43957 -0.2 0.5 -1.4
H 0.48980 2.77541 0.91336 -1.2 -1.1 -0.6
H -1.23723 2.96954 1.33573 0.9 -0.5 -1.0
H -0.57010 3.12819 -1.74522 0.1 0.3 1.1
H -1.80822 3.95165 -0.71996 1.5 -0.3 -0.1
H 2.17888 -0.94007 0.32004 -1.0 0.8 -0.1
H 0.71557 -1.22160 1.31192 0.6 1.0 -0.7
H 2.17795 -0.01408 2.70658 -0.6 0.7 -1.1
H 0.97098 1.24982 2.32241 0.8 -1.0 -0.8
H 2.68381 2.39780 0.69514 0.1 -1.1 0.9
H 3.12891 2.22632 2.41591 -0.4 -0.8 -1.1
H 5.15363 1.60653 1.59998 -1.1 -0.7 -0.7
H 4.52819 1.24652 -0.04030 -0.1 -0.8 1.3
H 5.45951 -0.56916 2.15949 -0.9 -0.1 -1.0
H 3.79787 -1.15100 1.73341 0.6 0.8 -0.4
H 6.90208 -1.81848 -0.72990 -0.7 0.9 0.8
H 6.81744 -0.01472 -0.52396 -0.6 -1.0 0.6
H 7.10971 -1.08894 0.91867 -0.9 0.0 -0.8
H 0.51217 1.26906 -2.36010 0.2 -0.5 1.3
H 1.56302 1.91121 -1.04914 -1.1 -1.0 0.4
H 3.44206 0.57306 -1.78953 -2.2 -0.8 -0.7
H 1.22527 -1.91310 -2.45124 1.1 0.1 1.2
H 3.16019 -1.96252 -2.58993 -1.1 0.0 1.3
H -4.14835 -1.92765 -2.75808 0.4 -1.1 0.6
H -5.10052 -4.22706 -2.36234 1.4 0.4 0.5
H -1.60947 -5.62668 -0.52578 -0.7 1.3 -0.6
H -0.43010 -3.43833 -0.70064 -1.5 0.0 -0.5
H -1.60032 1.24633 -1.93732 -0.8 -1.2 0.5
```
Positions in Å, forces in eV/Å.

---

| no. | E_tot (Eh) | LUMO energy (eV) |
| --- | --- | --- |
| 1 | -1437.39485 | -0.04 |
| 2 | -1350.52457 | -1.87 |
| 3 | -7786.82785 | -3.64 |